# C16H31CaFN5

C16H31CaFN5 as an isolated structure (ωB97M-V/def2-TZVPD, the Open Molecules 2025 dataset).

XYZ file:
```
54
Properties=species:S:1:pos:R:3
Ca -0.36804 -0.79646 0.65631
C 1.31635 2.12670 0.10143
C 2.04659 1.17106 -0.84680
N 1.71501 -0.26615 -0.70428
C 2.81194 -1.04523 -0.10565
C 2.87191 -0.86188 1.39885
N 1.67875 -1.42821 2.04691
C 1.68172 -1.19199 3.50704
C 1.10232 0.15389 3.93811
C -0.41662 0.19244 4.07021
N -1.13209 0.36977 2.79020
C -1.40022 1.78785 2.51262
C -2.04872 1.97204 1.15377
N -1.15242 1.53736 0.07633
C -0.11177 2.51896 -0.28198
H 1.90368 3.04831 0.13255
H 1.33285 1.72846 1.12160
H 3.12290 1.29686 -0.69516
H 1.84970 1.48114 -1.87577
H 1.51388 -0.65149 -1.61879
H 3.78158 -0.77668 -0.53929
H 2.64375 -2.10194 -0.33369
H 2.92547 0.20173 1.64252
H 3.79006 -1.31780 1.78654
H 1.71691 -2.43630 1.91570
H 2.70476 -1.28489 3.88774
H 1.10013 -1.99057 3.97142
H 1.44535 0.95515 3.27477
H 1.52265 0.38866 4.91823
H -0.69505 0.99753 4.75854
H -0.75875 -0.73855 4.52586
H -2.02504 -0.11220 2.86288
H -0.44799 2.32542 2.54305
H -2.03660 2.23234 3.28640
H -2.34872 3.01940 1.03695
H -2.95984 1.36980 1.10112
H -1.69871 1.30387 -0.74299
H -0.34938 3.47769 0.18847
H -0.14638 2.69700 -1.35995
C -2.36587 -1.83562 -5.91917
C -1.91536 -1.49188 -4.53158
C -2.31312 -2.23131 -3.42577
C -1.88494 -1.87152 -2.15841
N -1.08464 -0.81950 -1.93104
C -0.70323 -0.10807 -2.99840
C -1.08336 -0.39851 -4.29256
H -2.84556 -2.81162 -5.94954
H -1.52468 -1.83820 -6.61227
H -3.08192 -1.09416 -6.27768
H -2.95714 -3.09280 -3.54324
H -2.17876 -2.42745 -1.27471
H -0.05818 0.74501 -2.80577
H -0.73558 0.22115 -5.10916
F -1.74955 -2.29864 0.72750
```

The calculation puts the relative energy (zero: lowest compared OMol25 entry of this formula, charge and spin) at 0.0 kcal/mol. The value obtained for the orbital gap is 10.556 eV. Its LUMO energy is -1.93 eV. Its net charge is +1. The total energy is -1679.4908 a.u. The spin multiplicity is 1.

Table of Löwdin atomic charges, one value per atom, all in e: 1.349, -0.167, -0.197, -0.141, -0.205, -0.215, -0.140, -0.203, -0.169, -0.205, -0.137, -0.214, -0.201, -0.146, -0.197, 0.124, 0.082, 0.119, 0.114, 0.092, 0.125, 0.129, 0.112, 0.131, 0.123, 0.120, 0.126, 0.097, 0.122, 0.119, 0.127, 0.120, 0.116, 0.130, 0.125, 0.131, 0.093, 0.121, 0.119, -0.033, -0.254, -0.002, -0.114, -0.024, -0.158, -0.016, 0.083, 0.089, 0.094, 0.120, 0.084, 0.087, 0.120, -0.705